One molecule with the formula C5H6N4S in a non-equilibrium geometry, computed with wB97M-V/def2-TZVPD.

Energy relative to the best compared isomer or geometry (same formula, charge and spin) in kJ/mol: 230.0
Charge: 0
HOMO-LUMO gap in eV: 7.8
HOMO level in hartree: -0.2608
Structure (SMILES): c1csc2[nH]cn[nH]c=2[nH]1
E_tot in eV: -22074.5849
Multiplicity: 1

Positions of all 16 atoms, in Å:
1 C 0.342 -2.255 -1.169
2 N -0.455 2.336 1.087
3 H 1.435 3.074 1.695
4 H -2.253 -0.855 -0.021
5 C 0.861 0.059 0.189
6 S 1.750 -1.310 -0.587
7 H 0.779 -3.051 -1.832
8 H -1.595 -2.550 -1.640
9 H 2.417 1.271 0.223
10 C -0.420 0.260 0.027
11 N -1.183 1.403 0.418
12 C -0.939 -1.900 -1.101
13 N 1.620 1.092 0.830
14 C 0.802 2.225 1.237
15 N -1.368 -0.720 -0.424
16 H -1.795 0.919 1.070


One molecule with the formula CH4N2S in a non-equilibrium geometry, computed with wB97M-V/def2-TZVPD.

Energy relative to the best compared isomer or geometry (same formula, charge and spin) in kJ/mol: 379.8
Charge: 0
HOMO-LUMO gap in eV: 8.8
HOMO level in hartree: -0.2946
E_tot in eV: -14913.6679
Multiplicity: 1

Positions of all 8 atoms, in Å:
1 N -0.735 -0.328 1.174
2 S 0.345 -0.422 2.478
3 N -0.016 0.147 0.107
4 H 0.731 0.765 -1.649
5 H 0.875 0.476 0.575
6 H 0.286 -1.690 2.758
7 H -1.049 0.266 -1.714
8 C -0.050 0.355 -1.160


A 2-piece molecular cluster, ClNO overall, computed with wB97M-V/def2-TZVPD.

Energy relative to the best compared isomer or geometry (same formula, charge and spin) in kJ/mol: 110.6
Charge: 0
HOMO-LUMO gap (alpha / beta) in eV: 10.9 / 5.5
HOMO level (alpha / beta) in hartree: -0.4232 / -0.3358
E_tot in eV: -16056.1336
Multiplicity: 1

Positions of all 3 atoms, in Å:
1 N 0.262 -0.101 0.425
2 Cl -2.754 -0.728 -0.542
3 O 0.978 0.457 -0.244


One molecule with the formula H5N4PS in a non-equilibrium geometry, computed with wB97M-V/def2-TZVPD.

Energy relative to the best compared isomer or geometry (same formula, charge and spin) in kJ/mol: 0.0
Charge: 0
HOMO-LUMO gap in eV: 8.7
HOMO level in hartree: -0.3122
Structure (SMILES): [H]/N=N/P(N)(N)=S
E_tot in eV: -26165.3373
Multiplicity: 1

Positions of all 11 atoms, in Å:
1 N 0.728 0.096 1.129
2 H 1.415 0.836 1.346
3 N -1.673 -0.447 -0.418
4 H -0.055 2.165 -1.525
5 N -1.793 -1.472 0.191
6 N 0.346 1.274 -1.291
7 P -0.407 0.722 0.176
8 H 1.130 -0.808 1.361
9 H -2.481 -2.050 -0.240
10 S -1.334 2.185 1.118
11 H 0.148 0.687 -2.102


C21H14Cl2N3OSn as an isolated structure in a non-equilibrium geometry, computed with wB97M-V/def2-TZVPD.

Charge: +3
HOMO-LUMO gap (alpha / beta) in eV: 5.3 / 4.5
HOMO level (alpha / beta) in hartree: -0.6484 / -0.6483
E_tot in eV: -59369.1113
Multiplicity: 1

Positions of all 42 atoms, in Å:
1 N -12.352 -3.982 -13.553
2 H -10.785 -8.744 -13.772
3 C -12.196 -9.680 -12.428
4 C -11.578 -8.631 -13.023
5 C -13.086 -9.475 -11.340
6 C -12.639 -7.177 -11.603
7 C -7.606 -4.644 -9.347
8 C -13.239 -3.997 -14.620
9 C -8.479 -4.957 -10.383
10 C -11.715 -2.323 -10.356
11 C -6.625 -5.522 -8.930
12 N -10.553 -4.215 -11.495
13 O -9.204 -6.725 -11.917
14 C -13.809 -1.493 -11.348
15 C -11.563 -3.250 -11.423
16 C -8.478 -6.377 -10.885
17 C -6.713 -6.885 -9.271
18 N -11.854 -7.351 -12.638
19 C -7.626 -7.322 -10.170
20 H -13.003 -4.647 -15.502
21 H -7.848 -8.404 -10.195
22 C -12.584 -3.223 -12.482
23 H -11.979 -10.697 -12.817
24 Cl -14.307 -7.700 -9.659
25 C -14.432 -3.320 -14.537
26 H -15.153 -3.459 -15.368
27 Sn -10.423 -5.514 -13.389
28 H -14.716 -0.857 -11.139
29 H -6.080 -7.638 -8.747
30 Cl -5.278 -4.992 -8.073
31 C -13.218 -8.217 -10.898
32 H -15.632 -1.908 -13.475
33 C -9.449 -3.957 -10.730
34 H -9.261 -2.987 -10.258
35 C -13.730 -2.416 -12.414
36 H -12.690 -6.158 -11.229
37 H -13.031 -0.923 -9.482
38 H -13.640 -10.318 -10.884
39 C -12.838 -1.502 -10.346
40 C -14.708 -2.541 -13.432
41 H -7.762 -3.739 -8.817
42 H -11.187 -2.360 -9.425


One molecule with the formula C5H11N2O in a non-equilibrium geometry, computed with wB97M-V/def2-TZVPD.

Energy relative to the best compared isomer or geometry (same formula, charge and spin) in kJ/mol: 174.3
Charge: 0
HOMO-LUMO gap (alpha / beta) in eV: 10.3 / 7.9
Expectation value of S²: 0.757
HOMO level (alpha / beta) in hartree: -0.3447 / -0.3512
E_tot in eV: -10387.4385
Multiplicity: 2

Positions of all 19 atoms, in Å:
1 H 3.091 2.370 -1.281
2 N 1.172 2.422 -0.581
3 C -0.465 -2.154 0.979
4 H -0.424 0.487 1.476
5 C 0.151 0.370 0.562
6 H 0.493 -2.689 0.879
7 C -0.412 -0.917 -0.130
8 H 2.289 0.733 -0.927
9 C -0.053 1.633 -0.295
10 H -1.241 -2.865 0.617
11 O -0.730 -1.644 2.157
12 H -2.253 -1.512 -0.779
13 H -0.689 2.352 0.231
14 H -0.550 1.368 -1.225
15 H -2.239 -0.051 0.093
16 H 0.229 -1.134 -0.986
17 N -1.765 -0.654 -0.564
18 H 1.178 0.074 0.725
19 C 2.220 1.814 -0.951


C14H16AsN2O4Se2Te2V as an isolated structure in a non-equilibrium geometry, computed with wB97M-V/def2-TZVPD.

Energy relative to the best compared isomer or geometry (same formula, charge and spin) in kJ/mol: 0.0
Charge: -1
HOMO-LUMO gap (alpha / beta) in eV: 6.2 / 5.6
Expectation value of S²: 0.832
HOMO level (alpha / beta) in hartree: -0.1438 / -0.1211
E_tot in eV: -257758.3767
Multiplicity: 2

Positions of all 42 atoms, in Å:
1 O -5.868 -0.974 1.826
2 H -0.404 -0.728 -1.861
3 C 3.007 -0.891 -3.917
4 H 3.093 0.391 -0.054
5 Se 1.601 3.273 2.083
6 O -1.367 2.659 1.431
7 V 0.118 1.479 2.246
8 Te 4.000 2.437 2.437
9 H 2.619 -2.655 -5.081
10 H -1.633 0.070 -0.853
11 C 2.939 -0.302 -2.663
12 C 0.768 2.034 -1.331
13 H 2.344 -1.063 0.589
14 C 2.424 -0.998 -1.570
15 C -2.650 0.807 1.988
16 C -3.075 -1.281 2.531
17 H -3.491 -2.249 2.748
18 C -5.135 -0.016 1.750
19 C -3.688 -0.135 2.065
20 H 1.667 2.619 -1.147
21 C 2.306 -0.344 -0.230
22 C -0.692 -0.482 -0.840
23 Se 1.278 -0.041 3.749
24 H 3.412 -0.332 -4.751
25 H 3.295 0.712 -2.521
26 H 1.718 -3.921 -3.152
27 O -3.612 2.837 1.286
28 H 1.599 -2.866 -0.927
29 H -0.096 2.686 -1.206
30 Te 3.516 0.879 4.585
31 H 0.777 1.599 -2.330
32 H -0.836 -1.401 -0.270
33 N -1.498 0.271 2.356
34 As 0.641 0.657 0.026
35 C 1.992 -2.308 -1.770
36 C 2.060 -2.902 -3.021
37 H -1.022 -1.558 3.072
38 H -4.790 1.828 1.268
39 O -5.549 1.178 1.361
40 C -2.564 2.228 1.526
41 N -1.770 -1.002 2.678
42 C 2.565 -2.194 -4.104


C6H18AgFNO11P2 as an isolated structure in a non-equilibrium geometry, computed with wB97M-V/def2-TZVPD.

Energy relative to the best compared isomer or geometry (same formula, charge and spin) in kJ/mol: 599.4
Charge: -1
HOMO-LUMO gap in eV: 3.0
HOMO level in hartree: -0.1447
E_tot in eV: -55816.8655
Multiplicity: 1

Positions of all 40 atoms, in Å:
1 H -5.740 -1.101 5.120
2 H -7.515 -3.577 0.606
3 C -3.055 -3.778 1.319
4 O -6.414 -1.989 1.403
5 O -4.208 -3.238 1.951
6 H 5.977 2.636 1.771
7 P -4.797 -1.757 1.668
8 O 2.774 -3.867 -3.443
9 C -5.362 -1.717 4.304
10 C 5.974 2.848 0.702
11 P 3.534 3.293 -0.404
12 N 3.900 -4.183 -3.109
13 Ag -0.824 -0.886 -3.532
14 O 4.845 -3.420 -3.315
15 F 0.328 -0.732 -7.501
16 C 1.896 5.005 0.631
17 H -6.256 -2.249 3.979
18 H 5.776 4.131 -3.089
19 H -3.141 -4.247 0.339
20 H 1.782 5.223 -0.431
21 H 1.646 5.910 1.183
22 O 2.399 2.446 -0.900
23 O 3.134 4.280 0.803
24 H -2.348 -2.995 1.043
25 H 1.164 4.252 0.923
26 O 4.303 4.191 -1.529
27 O 4.707 2.363 0.185
28 H -2.424 -4.401 1.953
29 O 4.119 -5.371 -2.803
30 H -5.953 -3.244 -0.257
31 H -7.424 -2.290 -0.365
32 C 4.981 3.514 -2.671
33 C -6.775 -2.828 0.325
34 O -4.074 -1.047 0.552
35 H 4.246 3.379 -3.465
36 H 6.783 2.421 0.109
37 H -4.651 -2.365 4.817
38 H 5.474 2.550 -2.551
39 O -4.691 -1.082 3.146
40 H 5.908 3.923 0.532


An isolated ion of composition C5H11N4O2 and charge +1 in a non-equilibrium geometry, computed with wB97M-V/def2-TZVPD.

Energy relative to the best compared isomer or geometry (same formula, charge and spin) in kJ/mol: 0.0
Charge: +1
HOMO-LUMO gap in eV: 10.2
HOMO level in hartree: -0.5014
Structure (SMILES): CN[C@@H](N)/[NH+]=C(/O)C(N)=C=O
E_tot in eV: -15412.2234
Multiplicity: 1

Positions of all 22 atoms, in Å:
1 H -1.207 -1.987 0.055
2 H -1.665 0.024 -1.526
3 H 0.767 -1.834 1.170
4 H 2.150 3.017 0.754
5 N -0.089 -1.744 -1.650
6 C 1.326 1.243 0.082
7 N 2.436 2.104 0.418
8 C 0.403 1.767 -0.740
9 N 0.538 -1.029 0.596
10 N -1.212 0.023 -0.616
11 C -0.546 -1.237 -0.416
12 H -2.642 1.329 0.134
13 O 2.366 -0.209 1.570
14 H 0.629 -1.192 -2.099
15 O -0.132 2.535 -1.410
16 H 3.088 2.225 -0.350
17 H -2.890 -0.359 0.629
18 C -2.140 0.415 0.433
19 H 2.910 0.614 1.611
20 H -1.583 0.606 1.349
21 H 0.148 -2.725 -1.654
22 C 1.378 -0.020 0.733